## A
# C4H12N3

An isolated ion of composition C4H12N3 and charge +1 (the ωB97M-V functional and the def2-TZVPD basis, the Open Molecules 2025 dataset).

Values from the calculation:
charge: +1
E_HOMO: -0.506 Eh
orbital gap: 0.3778 hartree
multiplicity: 1
LUMO: -3.49 eV

CARTESIAN COORDINATES (ANGSTROEM)
C: -2.4544 -1.0594 0.2455
C: -0.0008 0.2949 -1.3719
C: 2.1679 -0.6898 0.2550
C: -0.3020 0.0652 0.0894
N: -1.1817 -0.9745 0.4047
N: -0.8637 1.6244 0.6824
N: 1.0201 0.0590 0.9278
H: -3.0315 -1.9614 0.6132
H: -3.0925 -0.3423 -0.0344
H: 0.7861 1.0208 -1.5624
H: 0.3315 -0.7438 -1.6712
H: -1.1041 0.4000 -1.8036
H: 2.5846 -0.0028 -0.4864
H: 2.8467 -1.0273 1.0174
H: 1.8426 -1.5863 -0.1760
H: -1.1221 1.4939 1.6259
H: -1.6589 1.8679 0.1075
H: 0.8942 -0.3632 1.8479
H: 1.1381 1.0123 0.9840

Mulliken population analysis, charges in e, atoms 1 to 5:
1 C -0.245
2 C -1.155
3 C -0.861
4 C 0.504
5 N -0.420

---

## B
# C4H12N3

An isolated ion of composition C4H12N3 and charge +1 (the ωB97M-V functional and the def2-TZVPD basis, the Open Molecules 2025 dataset).

Values from the calculation:
charge: +1
E_HOMO: -0.462 Eh
orbital gap: 0.3263 hartree
multiplicity: 1
LUMO: -3.69 eV

CARTESIAN COORDINATES (ANGSTROEM)
C: 0.9502 1.2727 -0.9739
C: 1.1074 0.2198 0.1321
C: -0.1426 -0.5883 0.4204
C: -1.3529 -0.0993 0.0869
N: -2.6114 -0.6656 0.7473
N: 0.0607 -1.7640 1.0495
N: 2.1671 1.7703 -1.5728
H: 0.3032 2.1080 -0.6871
H: 0.3672 0.8147 -1.7935
H: 1.3839 0.6673 1.0876
H: 1.8584 -0.5069 -0.1988
H: -1.6172 0.7125 -0.5683
H: -2.4819 -0.4879 1.7437
H: -3.3623 -0.0373 0.4715
H: -2.8109 -1.6395 0.5391
H: 0.9873 -2.0708 1.3003
H: -0.6405 -2.4387 1.2959
H: 2.7915 0.9907 -1.7991
H: 2.7801 2.2874 -0.9402

Mulliken population analysis, charges in e, atoms 1 to 5:
1 C -0.844
2 C -0.459
3 C 0.457
4 C -0.562
5 N -0.322

---

## C
# C4H12N3

A 4-piece molecular cluster, C4H12N3 overall (the ωB97M-V functional and the def2-TZVPD basis, the Open Molecules 2025 dataset).

Values from the calculation:
charge: +1
E_HOMO: -0.376 Eh
orbital gap: 0.0794 hartree
multiplicity: 1
LUMO: -8.06 eV

CARTESIAN COORDINATES (ANGSTROEM)
C: 1.7598 -1.3203 3.5854
C: 3.0228 -1.8064 2.9126
C: 2.8102 -2.3174 1.5660
N: -2.5125 -2.9440 -0.0957
C: -3.4379 -3.8296 -0.5699
N: 3.6859 -3.0420 0.9627
N: 1.2394 -2.5233 4.3186
H: 0.8926 -0.9448 3.0243
H: -5.1870 22.3636 -16.1104
H: 1.9480 -0.6197 4.3944
H: 3.9180 -1.8570 3.5139
H: 1.8123 -2.0791 1.2090
H: -5.7196 22.1841 -16.6058
H: 1.8000 -3.2656 4.6911
H: -2.2448 -4.8948 -0.7785
H: 3.4416 -3.2091 -0.0166
H: -3.8096 -4.6478 0.1590
H: 0.3529 -2.4271 4.7711
H: -3.7722 -2.8197 -0.9312

Mulliken population analysis, charges in e, atoms 1 to 5:
1 C -0.372
2 C 0.156
3 C -0.096
4 N -0.244
5 C -0.559

---

## D
# C4H12N3

An isolated ion of composition C4H12N3 and charge +1 (the ωB97M-V functional and the def2-TZVPD basis, the Open Molecules 2025 dataset).

Values from the calculation:
charge: +1
E_HOMO: -0.473 Eh
orbital gap: 0.3505 hartree
multiplicity: 1
LUMO: -3.33 eV

CARTESIAN COORDINATES (ANGSTROEM)
C: 1.8060 -0.3056 0.0832
C: 0.4527 -0.5672 0.7674
C: -0.6987 0.0429 0.0592
C: -1.6729 -0.5467 -0.6203
N: -2.7027 0.2486 -1.2073
N: -0.7820 1.5237 0.0626
N: 2.8379 -1.0475 0.7760
H: 1.7512 -0.6544 -0.9513
H: 1.9931 0.7824 0.0246
H: 0.3056 -1.6437 0.8231
H: 0.5110 -0.2107 1.8010
H: -1.6806 -1.6272 -0.7019
H: -3.5920 0.1097 -0.7364
H: -2.8437 0.0165 -2.1846
H: 0.0455 1.9455 -0.3643
H: -1.6235 1.7343 -0.5168
H: -0.8805 1.9117 1.0057
H: 3.0896 -0.6167 1.6587
H: 3.6839 -1.0953 0.2211

Mulliken population analysis, charges in e, atoms 1 to 5:
1 C -0.517
2 C -0.849
3 C -0.142
4 C 0.003
5 N -0.614

---

Quick ranking, most stable first: D, B, A, C.

---

## A
# C4H12N3

A 3-piece molecular cluster, C4H12N3 overall (the ωB97M-V functional and the def2-TZVPD basis, the Open Molecules 2025 dataset).

Values from the calculation:
charge: +1
E_HOMO (spin up / spin down): -0.487 / -0.522 Eh
orbital gap (spin up / spin down): 0.3050 / 0.3148 hartree
multiplicity: 1
LUMO (spin up / spin down): -4.95 / -5.63 eV

CARTESIAN COORDINATES (ANGSTROEM)
C: 0.8850 1.1581 -0.4246
C: 1.3943 1.5365 0.9377
C: -2.7543 0.3555 -0.7920
C: -1.3843 0.4202 -0.6894
N: -0.2643 0.8086 -0.6825
N: -1.2840 -1.7424 0.3718
N: 2.0347 -1.2375 0.3259
H: 1.6159 1.2271 -1.2592
H: 2.0367 2.5059 0.9203
H: 0.5423 1.7199 1.5074
H: 2.0271 0.6917 1.3242
H: -3.4383 1.2842 -1.0992
H: -3.1320 0.1110 0.3171
H: -3.0502 -0.4436 -1.4137
H: -0.2781 -1.7445 0.2706
H: -1.6980 -2.1399 -0.4506
H: 3.0363 -1.0567 -0.0035
H: 2.1905 -1.6938 1.1745
H: 1.5207 -1.7603 -0.3348

Mulliken population analysis, charges in e, atoms 1 to 5:
1 C 0.153
2 C -0.926
3 C -1.062
4 C 0.520
5 N 0.021

---

## B
# C4H12N3

A 3-piece molecular cluster, C4H12N3 overall (the ωB97M-V functional and the def2-TZVPD basis, the Open Molecules 2025 dataset).

Values from the calculation:
charge: +1
E_HOMO (spin up / spin down): -0.468 / -0.468 Eh
orbital gap (spin up / spin down): 0.2829 / 0.2835 hartree
multiplicity: 1
LUMO (spin up / spin down): -5.05 / -5.03 eV

CARTESIAN COORDINATES (ANGSTROEM)
C: 0.9975 -0.4132 0.5647
C: -1.8371 -0.7408 -1.8198
C: -0.4737 1.3343 -1.2443
C: -0.5844 0.0438 -1.8077
N: -0.0374 0.1836 0.3684
N: 0.5930 2.1124 -1.5166
N: 0.4511 -1.2922 3.1986
H: 1.6604 -0.6772 -0.2469
H: 0.9895 -0.8073 1.6622
H: -2.6933 -0.2954 -2.5004
H: -2.2102 -0.4791 -0.8344
H: -1.4803 -1.7018 -2.2111
H: -1.2602 1.7830 -0.6524
H: 0.3064 -0.4646 -2.2620
H: 0.6929 2.7908 -0.7510
H: 1.4366 1.6806 -1.9536
H: -0.4457 -0.8975 2.9914
H: 0.7311 -1.2081 4.1427
H: 0.4125 -2.2321 2.7218

Mulliken population analysis, charges in e, atoms 1 to 5:
1 C -0.400
2 C -1.021
3 C 0.023
4 C -0.098
5 N -0.274

---

Quick ranking, most stable first: B, A.

---

## A
# C4H12N3

A 2-piece molecular cluster, C4H12N3 overall (the ωB97M-V functional and the def2-TZVPD basis, the Open Molecules 2025 dataset).

Values from the calculation:
charge: +1
E_HOMO: -0.497 Eh
orbital gap: 0.3421 hartree
multiplicity: 1
LUMO: -4.22 eV

CARTESIAN COORDINATES (ANGSTROEM)
N: -0.9501 -1.8770 -0.7677
C: -2.0290 -1.4172 -0.0309
N: -2.6300 -0.3462 -0.3320
H: -0.6714 -2.8069 -0.5003
H: -1.0997 -1.8302 -1.7628
H: -2.3002 -2.0232 0.8329
H: -3.4811 -0.3141 0.2217
C: 2.4808 0.9381 1.0960
C: 1.0807 0.4783 0.7365
C: -0.4527 1.2477 -0.9928
N: 0.7058 0.8886 -0.6280
H: 3.1876 0.6648 0.3138
H: 2.4988 2.0159 1.2598
H: 2.7610 0.4417 2.0178
H: 0.9768 -0.6023 0.7683
H: 0.3326 0.9170 1.3926
H: -0.6605 1.3537 -2.0515
H: -1.1545 1.5515 -0.2271
H: 1.4053 0.7198 -1.3464

Mulliken population analysis, charges in e, atoms 1 to 5:
1 N -0.448
2 C 0.006
3 N -0.596
4 H 0.251
5 H 0.264

---

## B
# C4H12N3

C4H12N3 as an isolated structure (the ωB97M-V functional and the def2-TZVPD basis, the Open Molecules 2025 dataset).

Values from the calculation:
charge: +1
E_HOMO: -0.527 Eh
orbital gap: 0.3853 hartree
multiplicity: 1
LUMO: -3.85 eV

CARTESIAN COORDINATES (ANGSTROEM)
C: 1.5106 1.2978 0.2743
C: -2.5326 -0.1654 -0.1649
C: 1.9691 -1.1148 -0.3390
C: -1.2244 -0.5316 0.5104
N: 0.0824 1.5495 0.0312
N: 1.1954 -0.1322 0.3632
N: -0.0946 0.1537 -0.1162
H: 2.1079 1.5796 -0.5987
H: 1.9389 1.7153 1.1861
H: -2.7619 0.8911 -0.0424
H: -2.4966 -0.3937 -1.2277
H: -3.3399 -0.7425 0.2764
H: 1.6258 -2.1142 -0.0745
H: 1.8973 -0.9760 -1.4275
H: 3.0069 -1.0134 -0.0287
H: -1.0306 -1.6039 0.4413
H: -1.2297 -0.2474 1.5673
H: -0.4393 1.9368 0.8133
H: -0.1847 -0.0886 -1.4440

Mulliken population analysis, charges in e, atoms 1 to 5:
1 C -0.302
2 C -1.079
3 C -0.911
4 C -0.282
5 N -0.585

---

Quick ranking, most stable first: A, B.

---

## A
# C6H6N2O3

C6H6N2O3 as an isolated structure (the ωB97M-V functional and the def2-TZVPD basis, the Open Molecules 2025 dataset).

Values from the calculation:
E_HOMO (spin up / spin down): -0.329 / -0.329 Eh
orbital gap (spin up / spin down): 0.2630 / 0.2630 hartree
multiplicity: 1
LUMO (spin up / spin down): -1.78 / -1.78 eV

CARTESIAN COORDINATES (ANGSTROEM)
C: -0.8925 -0.8526 -1.1821
C: 0.3649 -0.9516 -0.8621
C: -1.7588 0.0740 -0.4733
C: -1.2718 0.4370 0.8947
C: 0.1768 0.8157 0.9301
C: 1.0209 -0.2136 0.2932
N: 2.0187 -0.7469 1.0382
N: 1.8495 0.5925 -1.1434
O: -2.8795 0.4739 -0.8717
O: 2.7047 -1.6744 0.7575
O: 1.4833 1.7022 -1.1413
H: -1.2153 -1.4461 -2.0826
H: 0.9129 -1.7367 -1.3809
H: -2.1436 1.0773 1.4642
H: -1.3486 -0.5220 1.4504
H: 0.4068 1.8675 0.3906
H: 0.5719 1.1041 1.9188

Mulliken population analysis, charges in e, atoms 1 to 5:
1 C -0.406
2 C -0.649
3 C 0.427
4 C -0.465
5 C -0.840

---

## B
# C6H6N2O3

One molecule with the formula C6H6N2O3 (the ωB97M-V functional and the def2-TZVPD basis, the Open Molecules 2025 dataset).

Values from the calculation:
E_HOMO: -0.331 Eh
orbital gap: 0.3252 hartree
multiplicity: 1
LUMO: -0.15 eV

CARTESIAN COORDINATES (ANGSTROEM)
C: 0.4715 -1.4926 -0.8739
C: 0.4322 -1.3488 0.4580
C: -0.0100 -0.4457 -1.7773
C: -0.3207 -0.3454 1.2915
C: -1.6339 -0.3241 1.3325
C: 0.5271 0.3214 2.4202
N: 0.2509 0.7492 -1.7117
N: -0.0585 1.8555 -2.3328
O: -1.1152 2.3196 -2.0668
O: -2.7877 -0.2340 1.1718
O: 0.8027 2.3655 -3.0049
H: 1.2691 -2.1733 -1.2694
H: 0.9187 -2.1796 1.0463
H: -0.5442 -0.7976 -2.7036
H: 1.4287 0.6118 1.8838
H: 0.5119 -0.0590 3.4504
H: -0.1426 1.1769 2.6858

Mulliken population analysis, charges in e, atoms 1 to 5:
1 C -0.324
2 C -0.384
3 C -0.077
4 C 0.281
5 C 0.585

---

Quick ranking, most stable first: B, A.

---

## A
# C2H2I2P

An isolated ion of composition C2H2I2P and charge +1 (the ωB97M-V functional and the def2-TZVPD basis, the Open Molecules 2025 dataset).

Values from the calculation:
charge: +1
E_HOMO: -0.524 Eh
orbital gap: 0.2857 hartree
multiplicity: 1
LUMO: -6.48 eV

CARTESIAN COORDINATES (ANGSTROEM)
C: 0.4954 -0.0036 -0.6627
C: 0.5262 -0.0001 0.6584
P: 2.2710 -0.0026 0.1567
I: 3.5150 2.0617 -0.0128
I: 3.4813 -2.0812 -0.0126
H: -0.1207 0.0004 -1.5399
H: -0.0945 0.0001 1.5354

Mulliken population analysis, charges in e, atoms 1 to 5:
1 C -0.242
2 C -0.123
3 P 0.070
4 I 0.284
5 I 0.284

---

## B
# C2H2I2P

A 2-piece molecular cluster, C2H2I2P overall (the ωB97M-V functional and the def2-TZVPD basis, the Open Molecules 2025 dataset).

Values from the calculation:
charge: +1
E_HOMO: -0.525 Eh
orbital gap: 0.2344 hartree
multiplicity: 1
LUMO: -7.91 eV

CARTESIAN COORDINATES (ANGSTROEM)
C: 0.3611 0.4966 -1.5225
C: 0.5295 -0.0204 -0.4252
P: 3.3260 -1.3420 0.5110
I: 3.9952 -0.5559 -1.6076
I: 4.1883 0.2269 2.1559
H: 0.3791 0.7543 -2.5365
H: 0.3988 -0.2127 0.5841

Mulliken population analysis, charges in e, atoms 1 to 5:
1 C -0.252
2 C -0.651
3 P 0.245
4 I 0.379
5 I 0.331

---

Quick ranking, most stable first: A, B.

---

## A
# C4H8N4O

A 2-piece molecular cluster, C4H8N4O overall (the ωB97M-V functional and the def2-TZVPD basis, the Open Molecules 2025 dataset).

Values from the calculation:
E_HOMO: -0.257 Eh
orbital gap: 0.2779 hartree
multiplicity: 1
LUMO: 0.58 eV

CARTESIAN COORDINATES (ANGSTROEM)
C: -0.3836 0.4216 1.2454
C: -0.7574 0.0656 -0.9589
C: 0.4430 -0.6118 -0.7921
C: 0.7989 -0.1691 0.6451
H: -0.6648 2.1096 2.1511
H: -0.9854 0.8091 3.2616
H: -2.2089 -1.0029 -2.0478
H: -2.2515 0.6996 -2.1879
H: 2.1510 -1.2643 -1.5463
H: 0.8068 -1.4206 -2.7590
H: 2.7338 0.9272 1.9523
H: 2.1966 -1.0441 1.5318
N: -0.5450 1.1811 2.2048
N: -1.5683 -0.1920 -2.0399
N: 1.0651 -1.4174 -1.6985
N: 2.1647 -0.0700 1.1292
O: -1.2748 0.6797 0.2048

Mulliken population analysis, charges in e, atoms 1 to 5:
1 C -0.051
2 C 0.042
3 C 0.303
4 C 0.273
5 H 0.185

---

## B
# C4H8N4O

C4H8N4O as an isolated structure (the ωB97M-V functional and the def2-TZVPD basis, the Open Molecules 2025 dataset).

Values from the calculation:
E_HOMO (spin up / spin down): -0.285 / -0.285 Eh
orbital gap (spin up / spin down): 0.2810 / 0.2810 hartree
multiplicity: 1
LUMO (spin up / spin down): -0.11 / -0.11 eV

CARTESIAN COORDINATES (ANGSTROEM)
N: -0.2422 -0.8900 -0.6079
C: 1.2537 -0.5000 -0.3850
C: -0.8699 0.2289 0.5167
C: 1.1051 0.6954 0.3455
N: -0.4498 -2.2433 -0.2508
N: -1.4525 1.2631 -0.2547
C: 1.7672 1.8439 0.3072
N: -1.4490 -0.2366 1.5434
O: 2.1075 -1.3143 -0.6271
H: -0.5686 -0.6403 -1.5470
H: 0.3283 -2.7886 -0.6167
H: -1.3330 -2.5635 -0.6275
H: -2.3290 1.5335 0.1749
H: -0.8479 2.0619 -0.3788
H: -1.1075 -1.1515 1.8226
H: 1.5334 2.6468 1.0023
H: 2.5540 2.0545 -0.4171

Mulliken population analysis, charges in e, atoms 1 to 5:
1 N 0.173
2 C 0.532
3 C 0.669
4 C -0.060
5 N -0.722

---

Quick ranking, most stable first: B, A.